# C9H14

A cluster of 2 separate species, C9H14 in total (ωB97M-V/def2-TZVPD, OMol25).

Geometry as ORCA input:
```
! wB97M-V def2-TZVPD RIJCOSX def2/J DEFGRID3
* xyz 0 1
C -0.936 0.956 1.252
C -1.245 -0.471 0.830
C -1.751 -1.323 1.914
C -2.150 -2.582 1.447
C -2.170 -2.927 0.108
C -1.673 -2.111 -0.846
C -0.992 -0.926 -0.509
H 0.006 0.829 1.800
H -1.633 1.540 1.914
H -0.988 1.541 0.263
H -1.536 -1.024 2.892
H -2.726 -3.117 2.209
H -2.905 -3.691 -0.289
H -1.567 -2.491 -1.965
H -0.585 -0.390 -1.219
C 2.698 2.512 -1.765
C 3.159 1.540 -0.687
H 1.606 2.479 -1.949
H 2.833 3.551 -1.598
H 2.968 2.088 -2.785
H 4.033 1.886 -0.207
H 3.083 0.493 -0.894
H 2.470 1.635 0.085
*
```

As for the relative energy (zero: lowest compared OMol25 entry of this formula, charge and spin): 58.3 kcal per mole. For the HOMO energy, the calculation gives -8.82 eV. Its SMILES is Cc1ccccc1.CC. The value obtained for the orbital gap is 9.76 eV. The largest force on an atom is 0.146 hartree/bohr.

These are the natural (NBO) partial charges, in e, on atoms 1 to 5: -0.662 0.041 -0.236 -0.190 -0.269

# C9H14

A cluster of 2 separate species, C9H14 in total (ωB97M-V/def2-TZVPD, OMol25).

Geometry as ORCA input:
```
! wB97M-V def2-TZVPD RIJCOSX def2/J DEFGRID3
* xyz 0 1
C -0.536 0.936 0.210
C -0.756 -0.473 -0.277
C -0.154 -0.975 -1.437
C -0.073 -2.344 -1.618
C -0.489 -3.222 -0.615
C -1.193 -2.740 0.473
C -1.400 -1.367 0.579
H 0.464 1.301 0.417
H -1.146 1.102 1.089
H -0.900 1.579 -0.600
H 0.155 -0.278 -2.207
H 0.330 -2.773 -2.528
H -0.059 -4.215 -0.672
H -1.589 -3.454 1.183
H -1.827 -0.923 1.468
C 1.148 4.201 1.121
C 2.447 3.393 0.961
H 0.610 4.277 0.183
H 0.496 3.678 1.816
H 1.392 5.196 1.487
H 2.369 2.623 0.196
H 2.793 2.988 1.907
H 3.199 4.052 0.572
*
```

As for the relative energy (zero: lowest compared OMol25 entry of this formula, charge and spin): 15.3 kcal per mole. For the HOMO energy, the calculation gives -8.87 eV. Its SMILES is Cc1ccccc1.CC. The value obtained for the orbital gap is 9.89 eV. The largest force on an atom is 0.036 hartree/bohr.

These are the natural (NBO) partial charges, in e, on atoms 1 to 5: -0.633 -0.007 -0.223 -0.199 -0.227

# C9H14

A cluster of 2 separate species, C9H14 in total (ωB97M-V/def2-TZVPD, OMol25).

Geometry as ORCA input:
```
! wB97M-V def2-TZVPD RIJCOSX def2/J DEFGRID3
* xyz 0 1
C 1.481 1.404 1.336
C 0.877 0.087 0.934
C -0.516 -0.080 1.060
C -1.126 -1.321 0.961
C -0.361 -2.495 0.866
C 0.991 -2.287 0.707
C 1.643 -1.063 0.706
H 0.782 2.148 0.982
H 2.500 1.602 1.004
H 1.485 1.516 2.451
H -1.132 0.763 1.360
H -2.187 -1.407 1.101
H -0.705 -3.505 1.019
H 1.651 -3.148 0.582
H 2.723 -1.013 0.568
C -1.759 1.657 -3.067
C -0.778 2.516 -2.316
H -1.913 2.070 -4.060
H -1.479 0.613 -3.120
H -2.713 1.663 -2.526
H 0.122 2.802 -2.882
H -0.321 2.092 -1.421
H -1.244 3.451 -1.988
*
```

As for the relative energy (zero: lowest compared OMol25 entry of this formula, charge and spin): 11.4 kcal per mole. For the HOMO energy, the calculation gives -8.99 eV. Its SMILES is Cc1ccccc1.CC. The value obtained for the orbital gap is 9.97 eV. The largest force on an atom is 0.038 hartree/bohr.

These are the natural (NBO) partial charges, in e, on atoms 1 to 5: -0.637 0.007 -0.234 -0.191 -0.233

# C9H14

A cluster of 2 separate species, C9H14 in total (ωB97M-V/def2-TZVPD, OMol25).

Geometry as ORCA input:
```
! wB97M-V def2-TZVPD RIJCOSX def2/J DEFGRID3
* xyz 0 1
C -0.162 0.301 1.999
C -0.882 0.275 0.680
C -1.491 -0.829 0.122
C -2.254 -0.767 -1.042
C -2.403 0.455 -1.667
C -1.849 1.605 -1.111
C -1.050 1.512 0.023
H 0.865 -0.092 1.992
H -0.777 -0.227 2.729
H 0.025 1.283 2.417
H -1.335 -1.801 0.583
H -2.674 -1.694 -1.409
H -2.814 0.566 -2.666
H -2.117 2.610 -1.434
H -0.412 2.354 0.274
C 1.890 -1.161 -0.460
C 2.981 -0.231 0.016
H 1.054 -0.657 -0.951
H 2.248 -1.951 -1.117
H 1.313 -1.633 0.333
H 3.785 0.038 -0.662
H 2.619 0.704 0.442
H 3.441 -0.662 0.912
*
```

As for the relative energy (zero: lowest compared OMol25 entry of this formula, charge and spin): 15.1 kcal per mole. For the HOMO energy, the calculation gives -9.00 eV. Its SMILES is Cc1ccccc1.CC. The value obtained for the orbital gap is 10.04 eV. The largest force on an atom is 0.037 hartree/bohr.

These are the natural (NBO) partial charges, in e, on atoms 1 to 5: -0.642 -0.012 -0.221 -0.207 -0.224

# C9H14

A cluster of 2 separate species, C9H14 in total (ωB97M-V/def2-TZVPD, OMol25).

Geometry as ORCA input:
```
! wB97M-V def2-TZVPD RIJCOSX def2/J DEFGRID3
* xyz 0 1
C 1.709 -1.530 0.542
C 0.248 -1.330 0.746
C -0.260 -0.106 1.204
C -1.613 0.064 1.394
C -2.504 -0.983 1.209
C -2.014 -2.203 0.756
C -0.669 -2.341 0.478
H 2.049 -1.505 -0.505
H 2.079 -2.501 0.867
H 2.254 -0.733 1.019
H 0.423 0.737 1.275
H -1.978 1.050 1.669
H -3.545 -0.913 1.497
H -2.724 -3.009 0.595
H -0.257 -3.251 0.049
C 1.599 2.266 -1.634
C 0.076 2.353 -1.591
H 2.104 2.293 -0.667
H 1.961 1.380 -2.161
H 2.032 3.069 -2.222
H -0.301 3.273 -2.037
H -0.259 2.478 -0.561
H -0.409 1.441 -1.923
*
```

As for the relative energy (zero: lowest compared OMol25 entry of this formula, charge and spin): 8.7 kcal per mole. For the HOMO energy, the calculation gives -8.99 eV. Its SMILES is Cc1ccccc1.CC. The value obtained for the orbital gap is 10.00 eV. The largest force on an atom is 0.023 hartree/bohr.

These are the natural (NBO) partial charges, in e, on atoms 1 to 5: -0.634 -0.014 -0.220 -0.197 -0.226

# C9H14

A cluster of 2 separate species, C9H14 in total (ωB97M-V/def2-TZVPD, OMol25).

Geometry as ORCA input:
```
! wB97M-V def2-TZVPD RIJCOSX def2/J DEFGRID3
* xyz 0 1
C 0.551 0.809 -2.086
C -0.319 1.203 -0.940
C 0.356 1.697 0.135
C -0.352 2.098 1.222
C -1.684 1.668 1.312
C -2.270 0.863 0.293
C -1.647 0.715 -0.922
H 0.131 0.279 -3.031
H 1.381 0.262 -1.800
H 1.134 1.761 -2.479
H 1.447 1.970 -0.030
H 0.077 2.723 2.104
H -2.420 1.948 2.019
H -3.165 0.374 0.375
H -2.147 0.098 -1.801
C 0.809 -2.624 0.178
C 1.559 -1.983 1.320
H -0.228 -2.474 0.354
H 0.670 -2.033 -0.800
H 0.946 -3.624 -0.211
H 1.390 -0.905 1.377
H 2.640 -2.343 1.212
H 1.142 -2.479 2.199
*
```

As for the relative energy (zero: lowest compared OMol25 entry of this formula, charge and spin): 49.6 kcal per mole. For the HOMO energy, the calculation gives -8.82 eV. Its SMILES is Cc1ccccc1.CC. The value obtained for the orbital gap is 9.83 eV. The largest force on an atom is 0.089 hartree/bohr.

These are the natural (NBO) partial charges, in e, on atoms 1 to 5: -0.627 -0.035 -0.228 -0.199 -0.236

# C9H14

A cluster of 2 separate species, C9H14 in total (ωB97M-V/def2-TZVPD, OMol25).

Geometry as ORCA input:
```
! wB97M-V def2-TZVPD RIJCOSX def2/J DEFGRID3
* xyz 0 1
C -0.637 1.831 0.378
C -0.762 1.153 -0.978
C 0.201 0.181 -1.231
C 0.123 -0.622 -2.347
C -1.049 -0.655 -3.111
C -2.050 0.265 -2.804
C -1.937 1.132 -1.732
H -0.024 1.224 1.051
H -1.627 1.926 0.823
H -0.172 2.795 0.548
H 1.072 -0.059 -0.627
H 0.955 -1.209 -2.713
H -1.134 -1.391 -3.898
H -2.818 0.397 -3.558
H -2.625 1.930 -1.499
C 1.636 -0.529 3.213
C 1.491 -1.601 2.151
H 1.244 0.406 2.810
H 1.103 -0.797 4.132
H 2.634 -0.380 3.606
H 2.046 -1.505 1.221
H 0.475 -1.940 1.971
H 1.854 -2.553 2.595
*
```

As for the relative energy (zero: lowest compared OMol25 entry of this formula, charge and spin): 21.5 kcal per mole. For the HOMO energy, the calculation gives -9.00 eV. Its SMILES is Cc1ccccc1.CC. The value obtained for the orbital gap is 10.04 eV. The largest force on an atom is 0.051 hartree/bohr.

These are the natural (NBO) partial charges, in e, on atoms 1 to 5: -0.638 -0.002 -0.221 -0.199 -0.216

# C9H14

A cluster of 2 separate species, C9H14 in total (ωB97M-V/def2-TZVPD, OMol25).

Geometry as ORCA input:
```
! wB97M-V def2-TZVPD RIJCOSX def2/J DEFGRID3
* xyz 0 1
C 0.091 2.361 1.235
C 1.029 1.371 0.659
C 0.596 0.115 0.281
C 1.501 -0.816 -0.212
C 2.851 -0.442 -0.445
C 3.235 0.866 -0.045
C 2.420 1.687 0.642
H -0.170 3.176 0.570
H 0.224 2.952 2.090
H -0.667 1.691 1.659
H -0.398 0.011 0.213
H 1.016 -1.830 -0.511
H 3.688 -1.016 -0.979
H 4.201 1.371 -0.373
H 2.793 2.567 1.001
C -2.660 -2.433 -0.535
C -3.019 -0.973 -0.960
H -1.986 -2.529 0.420
H -3.509 -3.145 -0.261
H -1.966 -2.885 -1.322
H -3.136 -0.922 -2.013
H -2.211 -0.289 -0.769
H -3.922 -0.889 -0.345
*
```

As for the relative energy (zero: lowest compared OMol25 entry of this formula, charge and spin): 51.9 kcal per mole. For the HOMO energy, the calculation gives -8.89 eV. Its SMILES is Cc1ccccc1.CC. The value obtained for the orbital gap is 9.91 eV. The largest force on an atom is 0.077 hartree/bohr.

These are the natural (NBO) partial charges, in e, on atoms 1 to 5: -0.668 0.023 -0.246 -0.191 -0.242

# C9H14

A cluster of 2 separate species, C9H14 in total (ωB97M-V/def2-TZVPD, OMol25).

Geometry as ORCA input:
```
! wB97M-V def2-TZVPD RIJCOSX def2/J DEFGRID3
* xyz 0 1
C 0.040 -2.732 -1.161
C 0.324 -1.260 -1.070
C 1.621 -0.849 -0.812
C 1.806 0.530 -0.722
C 0.796 1.478 -0.796
C -0.502 1.031 -0.784
C -0.679 -0.387 -0.937
H 0.541 -3.389 -1.808
H -0.900 -2.854 -1.582
H 0.092 -3.184 -0.151
H 2.457 -1.434 -0.959
H 2.853 0.868 -0.800
H 1.008 2.695 -0.868
H -1.537 1.533 -0.815
H -1.823 -0.867 -1.133
C -1.347 0.448 2.214
C -1.221 1.747 2.938
H -2.359 0.422 1.712
H -0.573 0.221 1.333
H -1.441 -0.541 2.764
H -1.007 1.766 4.009
H -0.404 2.313 2.404
H -1.928 2.411 2.680
*
```

As for the relative energy (zero: lowest compared OMol25 entry of this formula, charge and spin): 62.3 kcal per mole. For the HOMO energy, the calculation gives -9.15 eV. Its SMILES is Cc1ccccc1.CC. The value obtained for the orbital gap is 10.13 eV. The largest force on an atom is 0.096 hartree/bohr.

These are the natural (NBO) partial charges, in e, on atoms 1 to 5: -0.632 -0.042 -0.207 -0.207 -0.233

# C9H14

A cluster of 2 separate species, C9H14 in total (ωB97M-V/def2-TZVPD, OMol25).

Geometry as ORCA input:
```
! wB97M-V def2-TZVPD RIJCOSX def2/J DEFGRID3
* xyz 0 1
C 0.618 2.764 -1.902
C 0.385 2.040 -0.610
C -0.837 1.373 -0.399
C -0.898 0.517 0.691
C 0.199 0.190 1.498
C 1.361 0.904 1.278
C 1.430 1.907 0.274
H 0.388 3.834 -1.646
H -0.028 2.600 -2.795
H 1.624 2.748 -2.331
H -1.726 1.615 -0.992
H -1.866 0.111 0.938
H 0.155 -0.646 2.193
H 2.196 0.837 1.979
H 2.282 2.575 0.418
C -0.910 -3.965 -0.898
C -0.954 -4.038 0.613
H -0.191 -4.620 -1.415
H -1.909 -3.886 -1.357
H -0.367 -3.089 -1.328
H -0.952 -5.089 0.890
H -1.840 -3.561 1.008
H -0.118 -3.443 0.970
*
```

As for the relative energy (zero: lowest compared OMol25 entry of this formula, charge and spin): 27.9 kcal per mole. For the HOMO energy, the calculation gives -8.93 eV. Its SMILES is Cc1ccccc1.CC. The value obtained for the orbital gap is 9.94 eV. The largest force on an atom is 0.054 hartree/bohr.

These are the natural (NBO) partial charges, in e, on atoms 1 to 5: -0.648 0.000 -0.229 -0.193 -0.241

# C9H14

A cluster of 2 separate species, C9H14 in total (ωB97M-V/def2-TZVPD, OMol25).

Geometry as ORCA input:
```
! wB97M-V def2-TZVPD RIJCOSX def2/J DEFGRID3
* xyz 0 1
C 1.196 0.162 -2.894
C 1.024 0.887 -1.575
C 1.379 2.233 -1.562
C 1.323 2.918 -0.401
C 0.913 2.257 0.795
C 0.640 0.960 0.804
C 0.632 0.269 -0.456
H 1.397 -0.882 -2.602
H 2.035 0.492 -3.466
H 0.302 0.338 -3.436
H 1.703 2.625 -2.474
H 1.639 4.007 -0.360
H 0.722 2.860 1.598
H 0.518 0.382 1.678
H 0.113 -0.786 -0.409
C -1.664 -3.127 1.881
C -2.286 -1.698 1.706
H -0.674 -2.991 1.590
H -1.341 -3.219 2.941
H -2.322 -3.797 1.494
H -2.724 -1.502 2.594
H -3.097 -1.532 1.029
H -1.426 -0.855 1.524
*
```

As for the relative energy (zero: lowest compared OMol25 entry of this formula, charge and spin): 49.8 kcal per mole. For the HOMO energy, the calculation gives -9.04 eV. Its SMILES is Cc1ccccc1.CC. The value obtained for the orbital gap is 10.06 eV. The largest force on an atom is 0.095 hartree/bohr.

These are the natural (NBO) partial charges, in e, on atoms 1 to 5: -0.627 -0.018 -0.214 -0.190 -0.228

# C9H14

A cluster of 2 separate species, C9H14 in total (ωB97M-V/def2-TZVPD, OMol25).

Geometry as ORCA input:
```
! wB97M-V def2-TZVPD RIJCOSX def2/J DEFGRID3
* xyz 1 2
C 0.867 -2.950 -2.092
C 1.825 -3.556 -1.018
H 0.315 -3.727 -2.604
H 0.225 -2.290 -1.508
H 1.401 -2.272 -2.756
H 1.325 -3.656 -0.058
H 2.676 -2.891 -0.873
H 2.145 -4.520 -1.404
C -1.019 3.795 0.110
C -0.344 -0.163 1.519
C -0.908 0.818 2.401
C -0.174 0.131 0.159
C -1.074 2.077 1.939
C -0.246 1.425 -0.279
C -0.613 2.467 0.625
H -0.117 -1.135 1.939
H -1.149 0.457 3.377
H 0.192 -0.582 -0.565
H -1.786 2.742 2.416
H 0.129 1.654 -1.268
H -0.687 4.583 0.757
H -2.118 3.727 0.144
H -0.865 3.867 -0.960
*
```

As for the relative energy (zero: lowest compared OMol25 entry of this formula, charge and spin): 17.6 kcal per mole. For the HOMO energy (alpha / beta), the calculation gives -14.43 / -14.43 eV. The value obtained for the orbital gap (alpha / beta) is 9.81 / 6.24 eV. The largest force on an atom is 0.036 hartree/bohr. The expectation value of S² is 0.77.

These are the natural (NBO) partial charges, in e, on atoms 1 to 5: -0.596 -0.608 0.224 0.161 0.208